This record from OMol25 describes a molecular structure, C4H9NO. The level of theory is ωB97M-V/def2-TZVPD.

Atoms and positions in Å:
O -1.73363 -1.22642 -0.14687
N -0.05321 0.28590 0.60716
C -0.45967 -0.94248 0.20668
C -2.56803 -0.10937 -0.42627
C 1.09711 0.29410 -0.13720
C 2.37380 0.79496 0.48858
H 2.76485 0.06131 1.20026
H -2.01327 0.67186 -0.95526
H 3.14790 1.01785 -0.25112
H -0.03999 -1.80098 0.73355
H 0.70303 -1.06960 -0.63051
H 2.13635 1.70167 1.06231
H -2.96672 0.31654 0.49940
H -3.38732 -0.48099 -1.04422
H 0.99881 0.48565 -1.20651

For the HOMO-LUMO gap, the calculation gives 9.958 eV. The value obtained for the LUMO energy is 0.93 eV. As for the charge: 0. The calculation puts the HOMO energy at -9.03 eV.



This record from OMol25 describes 2 unconnected molecules or ions with the total composition C6H13N. The level of theory is ωB97M-V/def2-TZVPD.

Atoms and positions in Å:
N -1.92141 0.55018 0.34826
C -0.06554 -0.15762 -1.26164
C 3.60198 0.40076 0.04639
C 2.24375 0.60256 -0.53060
C -0.86952 -1.64143 0.76179
C -0.77290 -0.24380 0.14844
C 1.43379 -0.38488 -0.94007
H -5.52686 2.14144 0.73628
H -0.22428 0.87601 -1.61681
H 4.01723 1.27418 0.60757
H -0.58890 -0.81940 -1.95312
H 4.31121 0.20197 -0.78918
H -0.02963 0.24982 0.84321
H -1.51356 -2.34936 0.23094
H 3.57515 -0.50205 0.68400
H -1.30967 -1.47369 1.75301
H -5.78487 1.49110 0.98174
H -2.44079 0.35384 -0.50904
H 0.07363 -2.16179 0.91452
H 1.79118 1.59214 -0.45568

For the HOMO-LUMO gap, the calculation gives 4.651 eV. The value obtained for the LUMO energy is -2.75 eV. As for the charge: 0. The calculation puts the HOMO energy at -7.41 eV.



This record from OMol25 describes C27H32N6O3 in the gas phase. The level of theory is ωB97M-V/def2-TZVPD.

Atoms and positions in Å:
O -0.63712 -4.14828 -0.05852
O -1.54471 -0.42315 6.43371
O -0.43539 2.74971 -0.38845
N 1.60582 0.38314 0.69241
N 2.37727 1.24208 1.34909
N 2.92709 2.06100 0.55718
N 2.52470 1.76482 -0.68282
N -0.54702 2.45928 1.83535
N -0.19276 -0.71516 -1.40355
C -0.78422 1.73384 2.97077
C 0.97565 0.06927 -1.72830
C -0.78126 -2.73052 6.14129
C -1.56731 -0.32172 3.99348
C 1.35631 2.35401 -5.90087
C -1.22470 0.65333 0.42303
C -0.01781 2.18311 -5.90674
C -1.31597 0.20071 5.24678
C -1.30500 0.43629 2.84494
C 1.99674 2.78914 -4.75430
C -0.79708 1.50343 5.35577
C 1.68114 0.70731 -0.57910
C -0.74833 2.45728 -4.76326
C 3.00242 2.50268 -1.81883
C -1.33658 0.08111 -0.96716
C -0.53499 2.25802 4.24100
C 1.27279 3.05571 -3.59793
C 1.97070 3.51869 -2.34767
C -0.97745 -2.97991 -0.77955
C 0.09322 -1.88816 -0.59629
C -0.00362 -4.50377 -2.33584
C 0.14851 -4.99217 -0.88339
C -0.10723 2.89368 -3.61646
C -1.08535 -3.42487 -2.24043
C -1.52306 -0.06793 1.52911
C -1.93617 -1.78180 6.44803
C -0.70981 2.01085 0.55237
H -1.93005 -1.06489 1.43243
H -0.38885 -2.55723 5.14245
H 3.28174 1.79181 -2.60242
H -2.29211 -1.94748 7.46885
H 3.06890 2.93128 -4.76046
H 1.93071 2.15133 -6.79322
H -0.67059 3.10646 -2.72022
H -1.82123 2.33138 -4.76406
H -0.60917 1.88918 6.34495
H 1.22813 3.70428 -1.57052
H 0.19757 -1.65553 0.47188
H -2.22026 -0.55766 -1.03412
H 3.89899 3.01847 -1.46754
H -0.29017 -5.31382 -3.00308
H -0.14898 3.38623 1.93489
H -2.77448 -1.95014 5.76060
H 0.93286 -4.08026 -2.69715
H -1.44436 0.90175 -1.68070
H -0.91984 -2.59063 -2.91718
H -1.93547 -2.64085 -0.37572
H -0.12914 3.25382 4.33834
H 0.67200 0.85755 -2.42350
H 1.04793 -2.29590 -0.93443
H -0.51694 1.84226 -6.80179
H 1.68852 -0.58313 -2.25114
H 2.48591 4.45810 -2.55828
H -0.22368 -6.01203 -0.74676
H -2.06984 -3.85365 -2.42743
H 0.02238 -2.57421 6.85639
H 1.19565 -4.96213 -0.55677
H -1.96206 -1.31614 3.85802
H -1.12352 -3.75923 6.21285

The SMILES is CCOc1ccc2[nH]c(=O)c(CN(Cc3nnnn3CCc3ccccc3)C[C@H]3CCCO3)cc2c1. For the HOMO-LUMO gap, the calculation gives 8.194 eV. The value obtained for the LUMO energy is 0.37 eV. As for the charge: 0. The calculation puts the HOMO energy at -7.82 eV.



This record from OMol25 describes 2 unconnected molecules or ions with the total composition C3H11N2. The level of theory is ωB97M-V/def2-TZVPD.

Atoms and positions in Å:
N -1.05888 0.54573 -0.89212
N -3.05205 0.92174 0.29210
C 1.41046 -0.96004 0.51686
C 2.63819 -0.23950 -0.06790
C -2.02687 0.20131 -0.07037
H 3.00692 0.41949 0.73777
H -3.18469 1.81012 -0.16225
H 2.34308 0.49342 -0.81572
H 1.72616 -1.91553 0.95677
H 0.75686 -1.32311 -0.27439
H -0.94492 1.50943 -1.17442
H -1.82395 -0.80039 0.30313
H 0.88319 -0.43300 1.30986
H -3.54590 0.70332 1.14623
H -0.66932 -0.12298 -1.54997
H 3.54174 -0.81001 -0.25558

For the HOMO-LUMO gap, the calculation gives 10.566 eV. The value obtained for the LUMO energy is -4.25 eV. As for the charge: +1. The calculation puts the HOMO energy at -14.81 eV.



This record from OMol25 describes C10H11N3O2 in the gas phase. The level of theory is ωB97M-V/def2-TZVPD.

Atoms and positions in Å:
O -0.23423 -0.84489 1.70682
O -1.42328 -2.73657 1.42285
N -1.30129 -3.05331 -2.24147
N -0.11953 1.12069 -0.01765
N 0.43648 0.32087 -2.12224
C 1.00921 1.53007 -2.42661
C 0.97869 2.55659 -1.50355
C 0.46864 -0.69888 -3.13513
C -0.87450 -1.76402 0.94709
C 0.00133 0.09587 -0.83336
C 0.08996 0.52187 3.59352
C -0.33405 -0.83898 3.08837
C -0.85805 -1.39842 -0.43438
C -1.08765 -2.34776 -1.37220
C 0.37271 2.27336 -0.22357
H 0.01355 0.58340 4.70009
H 1.16779 1.77850 -3.51471
H -0.56097 -0.87179 -3.41465
H 1.42752 3.50678 -1.53198
H 0.21573 3.04964 0.55300
H 0.98034 0.75034 3.16580
H -1.44879 -0.94674 3.40720
H -0.65042 1.25233 3.20481
H 0.10194 -1.73072 3.53053
H 0.63183 -1.62395 -2.56869
H 0.99702 -0.48428 -3.97988

For the HOMO-LUMO gap (spin up / spin down), the calculation gives 6.490 / 7.195 eV. The value obtained for the LUMO energy (spin up / spin down) is 0.59 / -2.57 eV. As for the expectation value of S²: 2.03. Its spin multiplicity is 3. As for the charge: 0. The calculation puts the HOMO energy (spin up / spin down) at -5.90 / -9.77 eV.



This record from OMol25 describes a molecular structure, C4H10N3. The level of theory is ωB97M-V/def2-TZVPD.

Atoms and positions in Å:
N -1.29508 -0.76357 -1.33086
N 0.02075 0.42784 -1.19277
N 1.07783 -1.02429 0.18624
C 1.11998 1.39950 0.87847
C -1.86653 -0.53332 -0.06440
C 0.41562 0.23938 0.19236
C -1.04056 -0.07495 0.86575
H -0.88272 -1.63129 -1.59769
H 1.80433 1.94791 0.18259
H -1.26476 0.17537 1.85857
H 1.94068 -1.00939 -0.40326
H 1.42731 -1.20866 1.18641
H -1.75287 -0.32002 -2.04909
H 1.79088 0.96654 1.63639
H 0.56231 2.19312 1.28516
H 0.77580 0.17531 -1.80909
H -2.83299 -0.95947 0.17523

For the HOMO-LUMO gap, the calculation gives 9.710 eV. The value obtained for the LUMO energy is -4.66 eV. As for the charge: +1. The calculation puts the HOMO energy at -14.37 eV.



Calculated F_max in order - 0.392, 3.086, 1.527, 2.517, 5.245, 5.410 eV Å⁻¹
Calculated energy above the lowest of the compared OMol25 structures with the same formula, charge and spin in order - 112.9, 187.1, 53.4, 20.8, 50.8, 90.6 kcal/mol